[1]
{
  "formula": "C19H58O19",
  "method": "the ωB97M-V functional and the def2-TZVPD basis",
  "homo_ha": -0.3570,
  "smiles": "OCCO.OCCO.OCCO.OCCO.OCCO.OCCO.OCCO.OCCO.OCCO.CO",
  "e_above_lowest_kj_mol": 303.6,
  "orbital_gap_ev": 9.76,
  "max_force_ev_per_a": 2.16,
  "species": ["O", "C", "C", "O", "H", "H", "H", "H", "H", "H", "O", "C", "C", "O", "H", "H", "H", "H", "H", "H", "O", "C", "C", "O", "H", "H", "H", "H", "H", "H", "O", "C", "C", "O", "H", "H", "H", "H", "H", "H", "O", "C", "C", "O", "H", "H", "H", "H", "H", "H", "O", "C", "C", "O", "H", "H", "H", "H", "H", "H", "O", "C", "C", "O", "H", "H", "H", "H", "H", "H", "O", "C", "C", "O", "H", "H", "H", "H", "H", "H", "O", "C", "C", "O", "H", "H", "H", "H", "H", "H", "C", "O", "H", "H", "H", "H"],
  "xyz": [[2.1089, -5.5016, 5.2909], [3.1720, -5.7064, 4.3785], [3.5578, -4.3143, 3.8428], [4.4915, -3.6759, 4.6176], [1.7050, -6.3290, 5.5627], [4.0253, -6.1895, 4.8546], [2.8193, -6.3643, 3.5843], [2.6724, -3.6979, 3.6868], [4.0032, -4.3598, 2.8490], [4.0051, -3.2196, 5.3081], [-5.8355, -2.7068, 4.1016], [-4.6338, -2.7970, 3.4061], [-3.7764, -3.7811, 4.2080], [-3.2669, -3.1237, 5.3308], [-5.6714, -2.1811, 4.8880], [-4.7765, -3.2398, 2.4204], [-4.1416, -1.8358, 3.2583], [-2.8987, -4.1666, 3.6891], [-4.3636, -4.6383, 4.5375], [-2.3332, -3.3456, 5.3558], [1.8328, -1.6708, -5.4697], [1.9719, -0.6243, -4.5862], [3.4149, -0.6547, -3.9797], [3.5370, -1.5715, -2.9158], [1.8399, -2.5722, -5.1394], [1.8812, 0.2954, -5.1642], [1.1844, -0.6125, -3.8327], [3.7662, 0.3066, -3.6047], [4.1599, -0.9695, -4.7104], [4.4908, -1.6418, -2.8323], [-3.4268, -2.6465, -3.8269], [-4.3330, -3.4478, -4.6259], [-3.8517, -3.6360, -6.0758], [-3.6183, -2.3821, -6.6753], [-2.6901, -3.2176, -3.5975], [-4.5592, -4.4415, -4.2391], [-5.3375, -3.0251, -4.6418], [-4.5870, -4.1755, -6.6729], [-2.9222, -4.1973, -6.1702], [-2.8555, -1.9541, -6.2797], [-1.0872, 7.4332, 1.0881], [-0.3075, 8.2512, 1.9898], [0.0657, 7.4636, 3.1959], [0.9342, 6.4091, 2.7795], [-0.5337, 6.7483, 0.7058], [0.5920, 8.5551, 1.4544], [-0.8149, 9.2027, 2.1487], [-0.7655, 7.0598, 3.7739], [0.6155, 8.0634, 3.9212], [1.8046, 6.8142, 2.7746], [0.5706, -4.7898, -1.5754], [0.9300, -6.1531, -1.5154], [0.5554, -6.8342, -2.8276], [1.3985, -6.4717, -3.9442], [1.3890, -4.3560, -1.8276], [1.9831, -6.2770, -1.2630], [0.3666, -6.6593, -0.7315], [-0.4269, -6.5296, -3.1887], [0.6253, -7.9194, -2.7532], [1.9772, -7.2337, -4.0227], [-4.6415, 2.0982, -2.9327], [-5.5810, 2.4807, -1.9301], [-7.0658, 2.3045, -2.3660], [-7.4469, 3.1380, -3.4829], [-4.6038, 1.1397, -2.9714], [-5.4098, 1.8403, -1.0648], [-5.3736, 3.5247, -1.6951], [-7.6623, 2.5723, -1.4939], [-7.3142, 1.2803, -2.6445], [-7.0665, 2.6529, -4.2189], [3.4140, 0.0358, 7.8132], [3.0442, 1.3790, 7.4130], [4.2438, 2.0639, 6.7564], [5.2215, 2.4179, 7.6921], [3.7178, 0.1464, 8.7171], [2.2244, 1.3471, 6.6953], [2.6819, 1.8751, 8.3134], [3.9426, 3.0194, 6.3272], [4.6929, 1.3661, 6.0497], [4.8155, 3.1074, 8.2226], [2.2530, 7.3178, -4.0877], [3.3369, 6.4525, -3.8422], [4.1097, 6.1408, -5.1601], [3.4322, 5.2852, -6.0499], [1.6401, 6.7452, -4.5546], [3.9968, 6.9922, -3.1631], [2.9374, 5.5323, -3.4158], [5.0271, 5.6511, -4.8334], [4.4931, 7.0303, -5.6601], [4.0949, 5.0462, -6.7021], [-0.2528, 1.2736, 1.1306], [-0.7937, 2.1009, 2.1423], [0.6227, 0.6674, 1.3630], [-1.0475, 0.5755, 0.8676], [-0.1657, 1.8308, 0.1978], [-0.1504, 2.8046, 2.2545]],
  "atomic_forces_ev_per_a": [[-0.3, 0.3, 0.5], [-0.4, 0.4, -0.5], [-0.5, -1.1, -1.4], [0.7, 0.9, 1.2], [0.2, -0.1, 0.0], [0.2, 0.1, 0.1], [0.1, 0.0, -0.4], [-0.4, -0.1, 0.3], [0.1, -0.6, -0.1], [0.3, 0.1, 0.3], [-1.1, 0.6, -0.1], [1.0, -1.6, 0.1], [0.7, 0.1, -0.8], [0.5, 0.5, 1.2], [0.0, 0.0, 0.1], [-0.5, 0.1, -0.1], [0.2, 0.1, 0.2], [-0.2, -0.1, -0.8], [-0.4, 0.0, -0.3], [-0.1, 0.3, 0.4], [-0.6, -0.8, -1.9], [1.9, 0.2, 1.0], [-0.5, 0.6, -0.1], [-0.2, -0.6, 0.4], [0.1, 0.3, 0.7], [0.0, 0.0, -0.1], [0.2, 0.0, 0.4], [-0.4, 0.5, -0.1], [-0.4, 0.2, -0.8], [0.0, -0.4, 0.5], [-1.0, -0.8, -0.7], [0.0, -0.5, -0.6], [0.5, 0.7, 0.5], [-0.5, 0.4, -0.7], [0.2, 0.0, 0.1], [0.6, -0.2, 0.6], [0.3, 0.8, 0.0], [-0.2, 0.2, 0.1], [0.1, -0.4, 0.5], [0.0, -0.1, 0.3], [-0.3, 0.8, 0.5], [-0.4, -0.3, -1.5], [0.6, 0.1, 0.9], [-0.1, -0.3, 0.2], [0.2, 0.0, 0.2], [0.4, -0.1, 0.1], [-0.5, -0.3, 0.3], [-0.2, -0.2, -0.5], [0.0, 0.4, 0.0], [0.2, -0.3, -0.1], [0.4, 0.1, 0.3], [-0.7, -0.6, -0.6], [0.5, 0.1, -0.8], [0.3, -0.2, 0.6], [-0.2, 0.5, -0.1], [0.2, -0.1, -0.2], [-0.2, 0.2, 0.2], [-0.3, -0.1, 0.7], [-0.4, -0.1, 0.4], [0.4, 0.3, -0.4], [-0.2, 0.3, -0.2], [-0.6, -0.7, -0.7], [0.6, 0.8, -0.1], [0.4, -0.6, 0.9], [0.0, -0.1, 0.0], [-0.1, 0.2, 0.4], [-0.1, -0.1, 0.0], [-0.2, 0.1, -0.1], [0.3, -0.3, 0.3], [0.0, 0.4, -0.4], [-0.5, 0.7, -0.2], [0.6, -0.8, -0.2], [-0.9, 0.3, 0.5], [0.8, -0.2, 0.8], [0.2, -0.3, 0.0], [-0.1, -0.3, 0.0], [0.0, 0.5, -0.1], [-0.4, -0.3, -0.9], [-0.1, 0.2, -0.1], [0.3, 0.1, 0.2], [-0.4, -0.1, -0.1], [0.3, 0.3, -1.6], [1.0, -0.1, 1.5], [-0.4, 0.1, 0.1], [-0.5, 0.4, -0.2], [0.1, -0.3, 0.1], [0.5, -0.2, 0.2], [0.3, -0.3, 0.2], [-0.6, 0.5, 0.0], [-0.2, -0.2, -0.2], [-1.5, -0.4, -1.0], [0.7, -0.1, 0.2], [0.2, 0.4, 0.3], [0.0, -0.3, 0.3], [0.7, 0.2, 0.0], [-0.1, 0.3, 0.3]]
}

[2]
{
  "formula": "C19H68N4O15",
  "method": "the ωB97M-V functional and the def2-TZVPD basis",
  "homo_ha": -0.3422,
  "e_above_lowest_kj_mol": 163.3,
  "orbital_gap_ev": 9.12,
  "max_force_ev_per_a": 9.46,
  "species": ["C", "C", "O", "H", "H", "H", "H", "H", "H", "C", "C", "O", "H", "H", "H", "H", "H", "H", "C", "C", "O", "H", "H", "H", "H", "H", "H", "C", "C", "O", "H", "H", "H", "H", "H", "H", "C", "O", "N", "N", "H", "H", "H", "H", "C", "O", "N", "N", "H", "H", "H", "H", "C", "O", "H", "H", "H", "H", "C", "O", "H", "H", "H", "H", "C", "O", "H", "H", "H", "H", "C", "O", "H", "H", "H", "H", "C", "O", "H", "H", "H", "H", "C", "O", "H", "H", "H", "H", "C", "O", "H", "H", "H", "H", "C", "O", "H", "H", "H", "H", "C", "O", "H", "H", "H", "H"],
  "xyz": [[3.1830, 2.6354, 2.0975], [3.6269, 1.1890, 2.3409], [4.1562, 0.5803, 1.2270], [2.4539, 2.7847, 1.3037], [4.0135, 3.2218, 1.8912], [2.8673, 3.0621, 3.0128], [2.7957, 0.6353, 2.7724], [4.3651, 1.1053, 3.1244], [4.0758, -0.3835, 1.2424], [-0.9188, -1.7450, -3.4322], [-1.4107, -3.1634, -3.3718], [-2.6688, -3.2963, -3.9207], [0.1489, -1.7826, -3.3700], [-1.2984, -0.9846, -2.7267], [-1.1193, -1.3626, -4.4206], [-1.3182, -3.5971, -2.4102], [-0.8419, -3.7677, -4.0858], [-3.0023, -4.2254, -3.7576], [-0.3875, 0.0265, -0.2192], [0.8238, 0.5533, 0.3952], [1.9292, 0.4842, -0.3907], [-0.3051, -1.0541, -0.3000], [-0.6384, 0.5858, -1.1863], [-1.2649, 0.3197, 0.4086], [1.0339, 0.0168, 1.3543], [0.7066, 1.5785, 0.6693], [2.6860, 0.7494, 0.1212], [-4.1470, -2.7847, -0.4206], [-3.5538, -1.4536, -0.9430], [-4.0621, -0.3009, -0.2014], [-4.0356, -3.7236, -1.0378], [-5.2580, -2.6622, -0.3620], [-3.7611, -2.9631, 0.6367], [-3.8740, -1.2759, -1.8827], [-2.4059, -1.5049, -0.9558], [-3.8528, -0.4359, 0.7268], [2.5013, -2.7257, 0.2683], [3.0996, -1.8876, 1.1945], [1.7959, -2.2808, -0.7540], [2.4197, -3.9874, 0.3991], [1.7153, -1.2640, -0.8918], [1.2557, -2.8661, -1.3205], [2.8509, -4.4775, 1.1730], [2.2123, -4.5529, -0.4496], [0.5220, 1.5273, -3.3425], [0.1517, 2.5039, -2.5600], [1.6045, 0.7982, -3.0867], [0.0842, 1.3023, -4.5848], [1.8713, 0.8562, -2.0788], [1.9463, 0.0204, -3.7308], [-0.7659, 1.8315, -4.9159], [0.4628, 0.5341, -5.2166], [3.5658, 2.8909, -1.5286], [4.3273, 4.0899, -1.6104], [2.5166, 3.0461, -1.5204], [3.7959, 2.3539, -0.6116], [3.8105, 2.2769, -2.3727], [4.1078, 4.6186, -0.9034], [-2.6290, -1.3318, 2.7282], [-3.5303, -0.2578, 2.4243], [-3.1153, -2.1678, 3.2605], [-1.7737, -1.0156, 3.2826], [-2.2462, -1.6550, 1.7565], [-4.0417, -0.0808, 3.1988], [0.4110, 4.3054, 2.0016], [0.9125, 4.5372, 0.6958], [0.2728, 3.2118, 2.2454], [-0.5587, 4.8082, 2.1931], [1.0860, 4.7134, 2.7349], [0.2115, 4.6239, 0.1033], [-3.2010, 1.7663, -2.7856], [-2.8225, 1.5605, -4.1217], [-3.1007, 0.8486, -2.2075], [-4.2828, 2.2116, -2.7443], [-2.6391, 2.5462, -2.2618], [-3.2335, 0.7204, -4.3682], [-2.9531, 2.9480, 0.9531], [-2.8808, 4.3313, 1.1028], [-2.0500, 2.4618, 1.1896], [-3.2301, 2.7658, -0.0977], [-3.8022, 2.4459, 1.4729], [-2.3232, 4.5260, 0.3617], [4.4380, -1.2964, -2.2158], [3.7607, -2.4579, -2.6209], [4.2422, -1.0187, -1.1587], [4.1840, -0.3977, -2.8268], [5.4875, -1.4968, -2.3464], [3.1218, -2.5750, -1.8587], [-1.0161, -4.0784, 0.6663], [-0.0864, -3.7518, 1.6522], [-2.0455, -3.9205, 1.0101], [-0.9699, -5.1108, 0.3001], [-0.7992, -3.3982, -0.1156], [0.7690, -3.7152, 1.1919], [-1.8926, 1.8718, 4.0013], [-1.6272, 3.2392, 4.0520], [-1.6910, 1.3107, 3.0907], [-2.9683, 1.6851, 4.2383], [-1.2459, 1.3160, 4.7046], [-2.0803, 3.7490, 3.4197], [0.9907, -1.7444, 4.1196], [2.2153, -1.5669, 4.7534], [0.3630, -0.8668, 4.4623], [0.5133, -2.6861, 4.2438], [1.0720, -1.5745, 3.0189], [2.1924, -2.0078, 5.6150]],
  "atomic_forces_ev_per_a": [[0.0, -1.6, -0.2], [-0.8, 0.4, 1.6], [0.4, 0.2, -2.1], [-0.1, -0.2, 0.1], [1.8, 1.1, -0.9], [-0.9, 0.2, 1.0], [-0.5, -0.3, -0.3], [0.4, 0.6, 0.6], [-0.3, -0.2, 0.3], [-0.4, 0.4, -0.1], [1.1, -0.2, -1.5], [-3.1, -1.2, 0.4], [0.9, 0.2, 0.3], [0.0, -0.7, -0.1], [-0.2, 0.2, -0.4], [0.0, -0.4, 1.3], [1.2, 0.1, 0.5], [0.6, 1.7, -0.3], [-2.2, 1.1, -1.2], [-0.2, 0.5, 3.1], [0.8, -0.8, -2.3], [-0.5, -0.1, -0.3], [0.6, -1.1, 1.0], [0.6, -0.6, -0.2], [-0.2, 0.1, -0.4], [-0.5, 1.0, 0.3], [1.4, 0.0, 0.6], [-0.7, -0.1, 0.9], [1.4, -0.5, 3.2], [0.7, -1.4, -1.1], [0.5, 1.2, 0.4], [0.8, 0.0, 0.2], [-0.7, 0.0, -1.4], [-0.9, 0.4, -3.3], [-1.5, 0.2, 0.2], [-0.1, 0.2, 0.4], [2.6, 7.7, 4.9], [-2.8, -4.5, -4.5], [0.1, 2.8, -0.5], [0.5, -6.1, 0.0], [0.3, -0.2, 0.2], [-0.9, -0.9, -0.7], [0.2, 0.3, -0.2], [0.3, 0.5, 1.2], [0.2, 3.7, 1.0], [0.4, -3.5, -2.3], [1.8, -2.0, 1.2], [-2.4, 0.0, -3.0], [0.2, -0.5, -1.2], [-0.8, 1.7, 1.6], [1.4, -1.1, 0.7], [-0.8, 1.7, 1.6], [0.8, 0.2, 0.7], [0.7, -1.9, -2.6], [-1.2, 0.5, -0.2], [0.3, -0.2, 0.0], [0.2, -0.2, -0.4], [-0.8, 1.8, 2.5], [-0.5, -0.4, -0.8], [0.7, -0.7, -0.1], [0.1, 0.3, -0.3], [0.6, 0.4, 0.6], [-0.1, -0.3, 0.2], [-0.6, 0.3, 0.7], [-1.1, -0.6, 0.4], [1.8, -0.2, 1.7], [0.2, 1.0, -0.4], [0.4, -0.2, -0.4], [0.5, 0.1, 0.1], [-1.7, 0.1, -1.5], [-2.2, 1.3, 0.9], [0.1, -0.2, -0.4], [-0.3, 0.1, 0.2], [1.5, -1.2, 0.1], [0.6, -0.3, -0.7], [0.2, 0.3, -0.2], [-2.6, -1.3, -1.3], [-0.2, 0.5, 0.9], [1.2, -0.7, 0.3], [0.4, -0.4, 0.1], [0.7, 0.8, 0.3], [0.4, 1.1, -0.4], [0.4, 1.3, 0.0], [-1.5, -0.5, 1.3], [0.2, -0.3, -0.5], [0.0, -0.6, 0.2], [0.6, 0.2, 0.1], [0.9, -0.1, -1.9], [-0.6, -0.3, 0.2], [0.4, -0.2, 0.8], [0.4, 0.0, 0.1], [0.2, -0.1, 0.1], [-0.5, 0.6, -1.5], [-0.4, -0.1, 0.7], [-0.8, -1.1, 0.6], [1.6, -0.8, 1.5], [0.0, 0.7, -0.7], [0.7, -0.1, 0.1], [-0.4, 0.7, 0.3], [-1.1, 0.6, -1.5], [-1.0, 2.8, -1.1], [1.1, -0.7, 0.5], [-0.2, -1.1, -0.3], [-0.4, -0.8, 0.4], [0.4, -0.3, 0.8], [0.0, 0.2, -0.3]]
}

[3]
{
  "formula": "C2",
  "method": "the ωB97M-V functional and the def2-TZVPD basis",
  "homo_ha": -0.2917,
  "e_above_lowest_kj_mol": 776.5,
  "orbital_gap_ev": 5.31,
  "max_force_ev_per_a": 3.78,
  "species": ["C", "C"],
  "xyz": [[-1.3541, 0.1953, 0.3646], [1.3541, -0.1953, -0.3646]],
  "atomic_forces_ev_per_a": [[3.6, -0.5, -1.0], [-3.6, 0.5, 1.0]]
}

What did the third record say?
{
  "formula": "C2",
  "method": "the ωB97M-V functional and the def2-TZVPD basis",
  "homo_ha": -0.2917,
  "e_above_lowest_kj_mol": 776.5,
  "orbital_gap_ev": 5.31,
  "max_force_ev_per_a": 3.78,
  "species": ["C", "C"],
  "xyz": [[-1.3541, 0.1953, 0.3646], [1.3541, -0.1953, -0.3646]],
  "atomic_forces_ev_per_a": [[3.6, -0.5, -1.0], [-3.6, 0.5, 1.0]]
}